{"formula": "C35H93N7O10", "method": "ωB97M-V/def2-TZVPD", "orbital_gap_ev": 9.2, "homo_ev": -8.5, "e_above_lowest_kj_mol": 356.8, "total_charge": 0, "symbols": ["C", "O", "C", "C", "C", "N", "H", "H", "H", "H", "H", "H", "H", "H", "H", "H", "H", "C", "O", "C", "C", "C", "N", "H", "H", "H", "H", "H", "H", "H", "H", "H", "H", "H", "C", "O", "C", "C", "C", "N", "H", "H", "H", "H", "H", "H", "H", "H", "H", "H", "H", "C", "O", "C", "C", "C", "N", "H", "H", "H", "H", "H", "H", "H", "H", "H", "H", "H", "C", "O", "C", "C", "C", "N", "H", "H", "H", "H", "H", "H", "H", "H", "H", "H", "H", "C", "O", "C", "C", "N", "C", "C", "O", "C", "H", "H", "H", "H", "H", "H", "H", "H", "H", "H", "H", "H", "H", "H", "H", "C", "O", "C", "C", "N", "C", "C", "O", "C", "H", "H", "H", "H", "H", "H", "H", "H", "H", "H", "H", "H", "H", "H", "H", "C", "C", "C", "O", "H", "H", "H", "H", "H", "H", "H", "H"], "coordinates": [[4.2356, -0.8570, -1.2492], [3.9108, -1.5136, -0.0518], [4.1594, -2.9013, -0.0442], [3.2415, -3.5447, 0.9910], [3.5935, -5.0229, 1.2582], [1.8550, -3.3440, 0.5410], [5.3108, -0.8839, -1.4730], [3.8880, 0.1687, -1.2744], [3.7794, -1.4203, -2.0748], [3.8975, -3.3365, -1.0222], [5.2383, -3.0603, 0.0850], [3.3941, -2.9953, 1.9292], [2.8913, -5.3050, 2.0455], [4.6400, -5.0338, 1.5482], [3.3558, -5.6612, 0.4087], [1.3709, -3.4720, 1.4290], [1.7411, -2.3642, 0.2942], [1.2953, 5.9832, 1.3545], [0.3700, 4.9900, 1.7595], [-0.9483, 5.2722, 1.3419], [-1.5980, 6.4292, 2.0578], [-1.5806, 6.2056, 3.5857], [-2.9440, 6.6567, 1.5836], [1.2557, 6.9175, 1.9131], [1.1291, 6.1572, 0.2852], [2.3142, 5.6009, 1.4002], [-0.9817, 5.4514, 0.2572], [-1.5520, 4.3692, 1.4897], [-0.9140, 7.2811, 1.9635], [-0.5672, 6.0679, 3.9605], [-2.2553, 5.3832, 3.8313], [-1.9777, 7.1149, 4.0442], [-3.5059, 5.8205, 1.4764], [-3.4829, 7.2366, 2.2138], [-1.3056, 8.1760, -3.7844], [-0.9033, 7.3526, -4.8483], [-0.9948, 5.9588, -4.6642], [-0.2120, 5.4368, -3.4850], [1.2174, 5.9160, -3.4158], [-0.3542, 3.9689, -3.3244], [-0.5119, 8.3436, -3.0512], [-2.1305, 7.7208, -3.2239], [-1.6440, 9.1291, -4.1801], [-2.0608, 5.7262, -4.5780], [-0.5523, 5.4941, -5.5495], [-0.6725, 5.7012, -2.5196], [1.3214, 7.0006, -3.3075], [1.7778, 5.7062, -4.3365], [1.8195, 5.4958, -2.6070], [0.4025, 3.6744, -2.7145], [-0.1639, 3.4610, -4.1895], [-1.2908, 0.5047, 4.9982], [-2.4754, -0.0237, 5.5111], [-2.8640, 0.4949, 6.7859], [-4.1836, -0.1532, 7.1502], [-5.4008, 0.3305, 6.3964], [-4.3576, 0.0238, 8.6153], [-0.5087, 0.6678, 5.7547], [-1.3506, 1.3867, 4.3536], [-0.8551, -0.3018, 4.3957], [-2.0321, 0.2482, 7.4519], [-2.9896, 1.5811, 6.7212], [-4.1498, -1.2378, 7.0044], [-6.3783, -0.0141, 6.7270], [-5.2712, -0.0052, 5.3611], [-5.4627, 1.4145, 6.2558], [-5.2989, -0.2091, 8.9035], [-3.7372, -0.5697, 9.1504], [-3.2595, -5.9885, -1.3108], [-2.2639, -5.0630, -1.6485], [-0.9381, -5.5230, -1.6521], [-0.1070, -4.6314, -2.5987], [1.3009, -5.1314, -2.8967], [-0.0021, -3.2805, -2.0416], [-4.2421, -5.5387, -1.2238], [-2.9777, -6.4657, -0.3599], [-3.3072, -6.8645, -1.9710], [-0.5486, -5.3245, -0.6429], [-0.8775, -6.5885, -1.9072], [-0.6321, -4.7566, -3.5541], [1.8560, -4.4163, -3.5075], [1.3764, -6.1290, -3.3243], [1.8955, -5.0780, -1.9734], [0.5586, -3.4449, -1.2010], [-0.9183, -3.0570, -1.6539], [-2.5129, -2.9195, 0.8725], [-1.6918, -3.8777, 1.5208], [-2.4940, -4.7874, 2.2749], [-1.7971, -6.0989, 2.6461], [-0.8603, -6.6469, 1.6947], [-0.3946, -8.0047, 1.9150], [0.3857, -8.0861, 3.2132], [0.6629, -9.4443, 3.5016], [1.8185, -9.6755, 4.2532], [-3.0538, -3.3761, 0.0390], [-1.8500, -2.1820, 0.4199], [-3.2158, -2.3768, 1.5098], [-3.3895, -5.0691, 1.7073], [-2.7979, -4.2453, 3.1719], [-2.6020, -6.7816, 2.9539], [-1.2253, -5.8612, 3.5502], [-1.1037, -6.4938, 0.7296], [0.1920, -8.4065, 1.0875], [-1.2107, -8.7450, 1.9292], [-0.0886, -7.6355, 4.0910], [1.3253, -7.5240, 3.1257], [1.6659, -9.3514, 5.2897], [2.7292, -9.2702, 3.8008], [1.9839, -10.7539, 4.3108], [3.1249, 2.4168, -1.9908], [2.4033, 3.4466, -2.6481], [3.2632, 4.2793, -3.4003], [3.6086, 3.6497, -4.7532], [2.4813, 3.6673, -5.6916], [2.0782, 2.3512, -6.2090], [0.9961, 2.5007, -7.2678], [-0.1537, 3.1596, -6.8399], [-0.9354, 2.4442, -5.9055], [3.9638, 2.8434, -1.4297], [3.4990, 1.7379, -2.7644], [2.4470, 1.9042, -1.3122], [4.2046, 4.4719, -2.8770], [2.8301, 5.2583, -3.6019], [4.0570, 2.6612, -4.6232], [4.3577, 4.2249, -5.3088], [1.6416, 4.1025, -5.3306], [1.7209, 1.7630, -5.3482], [2.9416, 1.8080, -6.5957], [0.7965, 1.4927, -7.6591], [1.4615, 3.0374, -8.0960], [-1.8607, 2.9983, -5.7706], [-0.4151, 2.3690, -4.9451], [-1.1636, 1.4359, -6.2632], [0.4766, 2.0373, -0.5031], [-0.0588, 1.2509, 0.6796], [0.5888, -0.1393, 0.7490], [0.2382, 1.9456, 1.8755], [-0.0720, 2.9585, -0.7000], [0.4331, 1.4103, -1.3990], [1.5298, 2.2547, -0.3063], [-1.1183, 1.0227, 0.4852], [-0.0372, -0.8765, 0.2377], [0.5752, -0.5588, 1.7575], [1.5923, -0.1098, 0.3232], [0.1286, 2.8858, 1.6762]], "lowdin_charge": [-0.10, -0.20, -0.21, -0.43, -0.04, 0.06, 0.09, 0.05, 0.09, 0.12, 0.13, 0.14, 0.07, 0.08, 0.07, 0.09, 0.04, -0.08, -0.20, -0.23, -0.45, -0.05, 0.04, 0.09, 0.09, 0.09, 0.12, 0.13, 0.13, 0.07, 0.08, 0.07, 0.08, 0.07, -0.12, -0.18, -0.19, -0.40, -0.07, 0.07, 0.08, 0.09, 0.09, 0.13, 0.13, 0.13, 0.10, 0.08, 0.07, 0.04, 0.00, -0.13, -0.20, -0.19, -0.43, -0.07, 0.02, 0.09, 0.08, 0.08, 0.12, 0.13, 0.13, 0.07, 0.08, 0.08, 0.06, 0.06, -0.11, -0.20, -0.21, -0.43, -0.07, 0.06, 0.09, 0.07, 0.09, 0.11, 0.13, 0.14, 0.07, 0.07, 0.06, 0.02, 0.05, -0.11, -0.19, -0.21, -0.21, -0.05, -0.20, -0.23, -0.19, -0.13, 0.08, 0.07, 0.09, 0.11, 0.12, 0.12, 0.11, 0.06, 0.12, 0.12, 0.12, 0.12, 0.09, 0.09, 0.09, -0.10, -0.21, -0.26, -0.18, -0.05, -0.21, -0.24, -0.18, -0.10, 0.11, 0.09, 0.03, 0.13, 0.04, 0.10, 0.12, 0.07, 0.11, 0.12, 0.12, 0.13, 0.10, 0.05, 0.10, -0.06, -0.47, -0.04, -0.03, 0.08, 0.11, 0.06, 0.13, 0.06, 0.08, 0.07, 0.04]}